(1)
Molecular formula: C52H39Br2N3OP2RbS3
Method: DFT, ωB97M-V/def2-TZVPD

Summary:
Calculated total energy ... -252901.38475 eV
Spin multiplicity ... 1
Highest occupied orbital energy ... -2.41 eV
Charge ... -1
Relative energy (zero: lowest compared OMol25 entry of this formula, charge and spin) ... 26.0 kcal/mol
Gap between HOMO and LUMO ... 3.79 eV

The geometry in XYZ format:
```
103
Properties=species:S:1:pos:R:3:lowdin_charge:R:1
Rb 0.91 1.11 0.67 0.388
Br 3.36 -0.46 7.58 0.757
C 2.92 -0.20 5.76 -0.674
C 2.65 1.06 5.29 -0.088
C 2.32 1.17 3.95 -0.122
N 2.27 0.13 3.12 0.060
C 2.54 -1.08 3.59 -0.206
C 2.86 -1.30 4.92 -0.061
C 2.43 -2.23 2.61 -0.197
C 2.81 -3.51 2.97 -0.061
C 2.64 -4.54 2.06 -0.675
Br 3.15 -6.30 2.53 0.756
C 2.09 -4.29 0.83 -0.095
C 1.76 -2.97 0.55 -0.118
N 1.93 -1.97 1.41 0.119
H 2.67 1.93 5.94 0.111
H 2.06 2.14 3.54 0.100
H 3.04 -2.29 5.31 0.094
H 3.25 -3.72 3.94 0.095
H 1.93 -5.07 0.10 0.107
H 1.33 -2.72 -0.41 0.102
O -2.64 0.51 -1.14 -0.061
C -3.46 1.38 -0.42 -0.261
C -4.24 2.36 -1.01 -0.012
C -4.93 3.24 -0.19 -0.093
C -4.83 3.14 1.19 -0.119
C -4.03 2.16 1.76 -0.097
C -3.34 1.26 0.96 -0.309
P -2.05 0.13 1.59 1.043
C -2.44 0.01 3.38 -0.365
C -3.61 -0.58 3.88 -0.085
C -3.84 -0.63 5.25 -0.092
C -2.92 -0.09 6.14 -0.099
C -1.76 0.50 5.65 -0.079
C -1.53 0.56 4.28 -0.130
C -2.67 -1.53 1.04 -0.355
C -1.76 -2.58 1.10 -0.099
C -2.11 -3.86 0.69 -0.091
C -3.39 -4.11 0.19 -0.103
C -4.31 -3.06 0.13 -0.086
C -3.95 -1.79 0.55 -0.092
C -2.78 0.29 -2.48 -0.265
C -4.02 0.06 -3.07 -0.013
C -4.09 -0.15 -4.44 -0.076
C -2.94 -0.13 -5.22 -0.089
C -1.71 0.06 -4.61 -0.092
C -1.60 0.24 -3.23 -0.273
P 0.00 0.42 -2.36 1.077
C 0.88 -1.14 -2.81 -0.369
C 0.33 -2.23 -3.48 -0.072
C 1.08 -3.37 -3.72 -0.083
C 2.41 -3.44 -3.30 -0.099
C 2.97 -2.36 -2.63 -0.096
C 2.20 -1.23 -2.37 -0.153
C 0.83 1.62 -3.49 -0.353
C 1.88 1.32 -4.35 -0.108
C 2.46 2.33 -5.13 -0.100
C 2.00 3.63 -5.04 -0.095
C 0.95 3.93 -4.18 -0.066
C 0.36 2.93 -3.41 -0.121
H -4.27 2.48 -2.09 0.115
H -5.50 4.04 -0.64 0.104
H -5.32 3.87 1.82 0.100
H -3.89 2.14 2.83 0.100
H -4.33 -1.00 3.20 0.102
H -4.75 -1.09 5.62 0.096
H -3.10 -0.13 7.20 0.095
H -1.05 0.95 6.34 0.100
H -0.65 1.06 3.89 0.028
H -0.76 -2.39 1.47 0.078
H -1.39 -4.67 0.74 0.094
H -3.67 -5.10 -0.14 0.094
H -5.30 -3.24 -0.26 0.098
H -4.67 -0.98 0.49 0.108
H -4.91 0.07 -2.46 0.123
H -5.06 -0.32 -4.90 0.102
H -3.00 -0.26 -6.29 0.098
H -0.80 0.08 -5.21 0.113
H -0.71 -2.20 -3.81 0.099
H 0.64 -4.21 -4.24 0.100
H 3.00 -4.33 -3.50 0.097
H 3.99 -2.40 -2.28 0.107
H 2.63 -0.41 -1.81 0.070
H 2.25 0.31 -4.44 0.092
H 3.28 2.08 -5.79 0.095
H 2.46 4.41 -5.63 0.096
H 0.59 4.95 -4.08 0.110
H -0.42 3.20 -2.71 0.036
S -2.42 5.46 1.06 0.311
C -1.14 4.35 1.12 -1.860
S -0.09 4.14 -0.26 0.209
S -0.91 3.36 2.54 0.251
C 6.68 2.24 -0.90 -0.080
C 5.88 2.54 0.19 -0.061
C 4.55 2.13 0.16 -0.132
N 4.01 1.47 -0.86 0.065
C 4.79 1.20 -1.91 -0.142
C 6.13 1.56 -1.97 -0.066
H 7.72 2.55 -0.91 0.103
H 6.26 3.08 1.05 0.104
H 3.89 2.35 0.99 0.099
H 4.32 0.68 -2.74 0.091
H 6.72 1.32 -2.85 0.101
```


(2)
Molecular formula: C52H39F5N5O3STeV
Method: DFT, ωB97M-V/def2-TZVPD

Summary:
Calculated total energy ... -125555.25435 eV
Spin multiplicity ... 3
Highest occupied orbital energy (alpha / beta) ... -0.98 / -1.96 eV
Charge ... -2
⟨S²⟩ ... 2.02
Relative energy (zero: lowest compared OMol25 entry of this formula, charge and spin) ... 0.2 kcal/mol
Gap between HOMO and LUMO (alpha / beta) ... 4.89 / 5.86 eV

The geometry in XYZ format:
```
107
Properties=species:S:1:pos:R:3:lowdin_charge:R:1
V -0.08 0.14 -0.11 0.766
C 2.07 -3.40 0.89 -0.033
C 1.23 -2.49 0.22 -0.080
N 1.00 -1.27 0.68 0.029
C 1.64 -0.87 1.81 -0.139
C 2.46 -1.74 2.57 -0.159
C 2.66 -3.04 2.07 -0.011
C 3.04 -1.25 3.76 -0.064
C 2.79 0.05 4.15 -0.092
C 2.03 0.93 3.36 -0.024
C 1.47 0.51 2.17 -0.203
N 0.72 1.19 1.25 -0.067
C 0.58 2.54 1.16 -0.233
C 1.23 3.58 1.81 -0.014
C 0.80 4.91 1.65 -0.095
C -0.27 5.24 0.86 -0.067
C -0.90 4.24 0.09 -0.163
C -1.96 4.46 -0.81 -0.021
C -2.47 3.41 -1.53 -0.051
C -1.92 2.13 -1.37 -0.147
N -0.93 1.88 -0.53 -0.001
C -0.44 2.91 0.21 -0.185
H 2.22 -4.38 0.46 0.104
H 0.72 -2.76 -0.68 0.107
H 3.28 -3.74 2.62 0.108
H 3.66 -1.90 4.36 0.097
H 3.22 0.41 5.08 0.095
H 1.89 1.94 3.71 0.085
H 2.10 3.39 2.42 0.091
H 1.31 5.69 2.21 0.094
H -0.63 6.26 0.80 0.097
H -2.36 5.47 -0.93 0.109
H -3.28 3.55 -2.22 0.103
H -2.28 1.30 -1.95 0.113
O -0.44 -0.51 -1.66 -0.269
N -0.25 -1.01 -2.87 -0.124
C -0.63 -2.29 -3.03 -0.032
C -0.42 -2.96 -4.20 -0.087
C 0.20 -2.28 -5.25 -0.101
C 0.51 -0.96 -5.11 -0.127
C 0.24 -0.24 -3.92 -0.736
S 0.44 1.42 -3.78 0.598
H -1.11 -2.72 -2.15 0.115
H -0.71 -4.00 -4.29 0.092
H 0.41 -2.79 -6.19 0.094
H 0.96 -0.40 -5.92 0.087
F 7.02 -2.27 -0.98 0.056
C 5.82 -1.63 -0.94 -0.173
C 4.77 -2.04 -1.74 -0.169
F 4.94 -3.11 -2.55 0.079
C 3.57 -1.37 -1.71 -0.140
F 2.57 -1.84 -2.50 0.083
C 3.31 -0.21 -0.92 -0.327
O 2.23 0.44 -0.94 -0.051
C 4.43 0.14 -0.10 -0.138
F 4.30 1.19 0.73 0.085
C 5.63 -0.53 -0.12 -0.168
F 6.65 -0.12 0.66 0.079
C -4.14 6.55 5.95 -0.074
C -3.78 5.29 5.20 -0.296
C -4.45 4.93 4.04 -0.043
C -4.10 3.80 3.31 -0.314
C -4.84 3.51 2.03 -0.091
C -3.06 2.96 3.75 -0.337
Te -2.28 1.32 2.41 1.604
N -1.58 -0.39 0.80 -0.243
C -2.33 -1.40 0.40 -0.591
O -1.90 -2.49 -0.06 -0.057
C -3.85 -1.27 0.46 -0.149
C -4.47 -0.08 0.09 -0.070
C -5.85 0.00 -0.01 -0.098
C -6.63 -1.12 0.25 -0.122
C -6.02 -2.30 0.63 -0.105
C -4.64 -2.38 0.73 -0.034
C -3.26 -0.08 3.69 -0.395
C -4.56 0.19 4.13 -0.127
C -5.25 -0.69 4.95 -0.110
C -4.65 -1.87 5.35 -0.116
C -3.35 -2.14 4.94 -0.072
C -2.63 -1.26 4.13 -0.297
C -1.20 -1.56 3.81 -0.065
C -2.40 3.31 4.95 -0.300
C -1.33 2.42 5.51 -0.080
C -2.75 4.47 5.64 -0.040
H -5.13 6.90 5.66 0.063
H -3.42 7.34 5.74 0.072
H -4.14 6.38 7.03 0.067
H -5.26 5.56 3.69 0.101
H -5.79 4.05 2.00 0.067
H -5.04 2.44 1.91 0.033
H -4.24 3.82 1.17 0.065
H -3.85 0.78 -0.13 0.062
H -6.32 0.93 -0.32 0.093
H -7.71 -1.06 0.15 0.085
H -6.63 -3.18 0.83 0.088
H -4.15 -3.31 1.00 0.110
H -5.03 1.12 3.82 0.084
H -6.26 -0.45 5.27 0.090
H -5.18 -2.57 5.98 0.086
H -2.86 -3.05 5.28 0.098
H -0.86 -2.46 4.32 0.075
H -0.56 -0.72 4.11 0.067
H -1.05 -1.69 2.74 0.055
H -0.60 2.15 4.74 0.034
H -1.78 1.49 5.87 0.079
H -0.81 2.89 6.35 0.065
H -2.21 4.73 6.55 0.104
```


(3)
Molecular formula: C52H40Cl3CoNO5P2S
Method: DFT, ωB97M-V/def2-TZVPD

Summary:
Calculated total energy ... -170904.37650 eV
Spin multiplicity ... 5
Highest occupied orbital energy (alpha / beta) ... -10.49 / -10.88 eV
Charge ... +1
⟨S²⟩ ... 6.04
Relative energy (zero: lowest compared OMol25 entry of this formula, charge and spin) ... 0.0 kcal/mol
Gap between HOMO and LUMO (alpha / beta) ... 8.42 / 5.57 eV

The geometry in XYZ format:
```
105
Properties=species:S:1:pos:R:3:lowdin_charge:R:1
Co -0.62 1.50 -0.44 0.505
O 3.18 -0.56 -0.43 -0.497
S 2.04 0.05 0.28 0.940
C 2.78 1.16 1.47 -0.360
C 3.94 0.75 2.10 -0.058
C 4.54 1.54 3.05 -0.045
C 3.97 2.76 3.38 -0.053
C 2.83 3.19 2.73 -0.084
C 2.23 2.40 1.74 -0.348
P 0.91 3.04 0.68 1.068
C -0.09 4.22 1.66 -0.341
C -0.44 3.92 2.98 -0.098
C -1.36 4.72 3.66 -0.068
C -2.00 5.75 2.99 -0.069
C -1.64 6.04 1.68 -0.069
C -0.67 5.31 1.00 -0.077
C 1.80 3.97 -0.62 -0.333
C 2.83 4.88 -0.32 -0.074
C 3.51 5.53 -1.33 -0.072
C 3.15 5.34 -2.66 -0.064
C 2.12 4.46 -2.96 -0.063
C 1.43 3.78 -1.95 -0.082
C 1.39 -1.19 1.45 -0.329
C 2.33 -2.10 1.90 -0.097
C 1.95 -3.04 2.84 -0.050
C 0.64 -3.11 3.29 -0.047
C -0.31 -2.24 2.77 -0.090
C 0.05 -1.30 1.80 -0.337
P -1.29 -0.28 1.09 1.113
C -2.23 0.18 2.60 -0.337
C -1.54 0.69 3.69 -0.130
C -2.17 1.06 4.86 -0.077
C -3.55 0.93 4.95 -0.076
C -4.26 0.40 3.90 -0.063
C -3.61 0.03 2.71 -0.051
C -2.46 -1.36 0.16 -0.363
C -2.57 -2.73 0.37 -0.081
C -3.50 -3.46 -0.34 -0.088
C -4.32 -2.84 -1.29 -0.065
C -4.22 -1.47 -1.48 -0.048
C -3.28 -0.74 -0.74 -0.099
H 4.31 -0.25 1.88 0.106
H 5.40 1.17 3.60 0.118
H 4.39 3.37 4.18 0.119
H 2.37 4.13 3.02 0.113
H 0.03 3.10 3.53 0.089
H -1.59 4.49 4.68 0.102
H -2.77 6.32 3.48 0.106
H -2.13 6.86 1.16 0.111
H -0.44 5.58 -0.03 0.115
H 3.15 5.02 0.72 0.107
H 4.31 6.22 -1.05 0.111
H 3.65 5.88 -3.46 0.108
H 1.84 4.30 -3.99 0.106
H 0.64 3.11 -2.20 0.074
H 3.32 -2.04 1.47 0.085
H 2.68 -3.76 3.21 0.116
H 0.34 -3.83 4.03 0.111
H -1.34 -2.31 3.09 0.116
H -0.47 0.77 3.64 0.098
H -1.56 1.44 5.67 0.112
H -4.06 1.24 5.85 0.109
H -5.32 0.24 4.00 0.107
H -4.18 -0.41 1.90 0.105
H -1.89 -3.23 1.07 0.099
H -3.60 -4.51 -0.16 0.083
H -5.03 -3.41 -1.84 0.101
H -4.82 -0.93 -2.21 0.121
H -3.27 0.34 -0.89 0.074
Cl -1.63 -5.89 -2.12 0.758
C -0.11 -5.94 -1.30 -0.582
C 0.24 -7.02 -0.51 -0.080
C 1.47 -7.00 0.13 -0.052
C 2.37 -5.97 -0.09 -0.080
C 2.01 -4.89 -0.90 -0.555
Cl 3.14 -3.60 -1.14 0.801
C 0.75 -4.86 -1.52 -0.286
N 0.34 -3.75 -2.30 0.148
C 0.71 -3.49 -3.54 -0.166
C 1.51 -4.43 -4.24 0.024
C 2.07 -4.12 -5.45 -0.021
C 1.78 -2.87 -6.05 -0.009
C 0.93 -1.96 -5.45 0.006
C 0.36 -2.24 -4.20 -0.064
C -0.64 -1.30 -3.61 -0.016
C -0.25 -0.65 -2.28 -0.590
O -0.32 0.60 -2.22 -0.067
O 0.05 -1.38 -1.30 -0.068
H -0.45 -7.83 -0.36 0.113
H 1.73 -7.77 0.83 0.113
H 3.35 -5.97 0.36 0.107
H -0.03 -2.92 -1.78 0.116
H 1.73 -5.35 -3.72 0.125
H 2.70 -4.82 -5.98 0.120
H 2.23 -2.60 -6.99 0.116
H 0.67 -1.02 -5.90 0.125
H -1.59 -1.79 -3.38 0.144
H -0.91 -0.49 -4.31 0.105
Cl -2.44 2.12 -4.37 0.576
C -2.78 3.37 -3.13 -0.459
C -2.93 2.74 -1.75 -0.693
O -3.99 2.25 -1.43 0.059
O -1.87 2.81 -0.99 -0.180
H -3.70 3.87 -3.40 0.081
H -1.94 4.06 -3.19 0.067
```


(4)
Molecular formula: C52H42BrN2OP2RuSi
Method: DFT, ωB97M-V/def2-TZVPD

Summary:
Calculated total energy ... -158708.15983 eV
Spin multiplicity ... 5
Highest occupied orbital energy (alpha / beta) ... -9.72 / -10.19 eV
Charge ... +1
⟨S²⟩ ... 6.06
Gap between HOMO and LUMO (alpha / beta) ... 7.53 / 4.94 eV

The geometry in XYZ format:
```
102
Properties=species:S:1:pos:R:3:lowdin_charge:R:1
Ru 0.40 0.05 -0.55 0.816
C -1.97 0.39 2.43 -0.178
Si -0.75 1.25 1.26 0.594
C 0.58 2.05 2.37 -0.283
C 0.35 3.10 3.26 -0.078
C 1.36 3.56 4.09 -0.065
C 2.62 2.97 4.06 -0.062
C 2.87 1.93 3.19 -0.074
C 1.86 1.48 2.34 -0.389
P 2.15 0.11 1.17 1.040
C 3.83 0.50 0.57 -0.337
C 5.00 -0.06 1.07 -0.081
C 6.23 0.33 0.55 -0.066
C 6.29 1.29 -0.45 -0.068
C 5.13 1.87 -0.93 -0.061
C 3.90 1.47 -0.43 -0.104
C 2.40 -1.31 2.28 -0.349
C 3.01 -2.47 1.79 -0.104
C 3.18 -3.57 2.62 -0.063
C 2.75 -3.52 3.94 -0.073
C 2.14 -2.38 4.42 -0.077
C 1.95 -1.28 3.60 -0.085
C -1.78 2.63 0.45 -0.290
C -2.54 3.54 1.19 -0.090
C -3.25 4.56 0.57 -0.063
C -3.22 4.67 -0.82 -0.061
C -2.51 3.76 -1.57 -0.077
C -1.79 2.75 -0.93 -0.395
P -0.77 1.61 -1.92 0.997
C -1.93 0.98 -3.17 -0.351
C -3.25 0.75 -2.79 -0.081
C -4.15 0.21 -3.70 -0.066
C -3.74 -0.10 -4.99 -0.072
C -2.42 0.10 -5.36 -0.070
C -1.51 0.63 -4.45 -0.132
C 0.28 2.87 -2.74 -0.363
C 1.19 3.50 -1.89 -0.117
C 2.05 4.46 -2.37 -0.063
C 2.01 4.80 -3.72 -0.067
C 1.09 4.20 -4.56 -0.061
C 0.21 3.24 -4.08 -0.083
H -2.33 1.12 3.15 0.034
H -1.50 -0.43 2.98 0.006
H -2.83 -0.01 1.89 0.036
H -0.62 3.58 3.30 0.090
H 1.17 4.39 4.76 0.109
H 3.40 3.32 4.72 0.110
H 3.85 1.46 3.16 0.111
H 4.97 -0.79 1.86 0.102
H 7.14 -0.11 0.93 0.109
H 7.26 1.59 -0.85 0.109
H 5.18 2.62 -1.71 0.109
H 2.99 1.90 -0.81 0.066
H 3.36 -2.50 0.77 0.096
H 3.67 -4.46 2.24 0.110
H 2.90 -4.37 4.59 0.108
H 1.81 -2.33 5.45 0.110
H 1.46 -0.39 3.97 0.108
H -2.59 3.45 2.27 0.092
H -3.81 5.27 1.16 0.110
H -3.77 5.47 -1.30 0.110
H -2.50 3.84 -2.65 0.115
H -3.58 1.01 -1.79 0.109
H -5.18 0.04 -3.40 0.109
H -4.45 -0.50 -5.70 0.108
H -2.09 -0.15 -6.36 0.112
H -0.48 0.77 -4.74 0.102
H 1.19 3.22 -0.84 0.097
H 2.75 4.95 -1.71 0.113
H 2.70 5.54 -4.11 0.110
H 1.06 4.47 -5.61 0.111
H -0.53 2.80 -4.73 0.091
O -0.03 -1.80 0.89 -0.104
C -0.98 -2.60 1.12 -0.320
C -1.24 -3.02 2.47 0.021
C -2.23 -3.91 2.75 -0.040
C -3.02 -4.44 1.72 -0.023
C -2.80 -4.07 0.41 -0.014
C -1.81 -3.16 0.07 -0.037
C -1.51 -2.84 -1.30 -0.261
N -0.72 -1.86 -1.73 0.075
C -0.59 -2.04 -3.08 -0.121
C -1.32 -3.12 -3.48 -0.034
N -1.90 -3.61 -2.35 0.130
H -0.60 -2.62 3.25 0.112
H -2.40 -4.21 3.78 0.119
H -3.80 -5.15 1.96 0.119
H -3.43 -4.48 -0.37 0.114
H 0.06 -1.40 -3.66 0.102
H -1.47 -3.56 -4.45 0.126
H -2.47 -4.44 -2.30 0.156
Br 5.30 -2.21 -4.65 0.730
C 3.91 -1.52 -3.55 -0.690
C 3.43 -0.24 -3.77 -0.125
C 2.44 0.27 -2.94 -0.135
C 1.91 -0.49 -1.89 -0.330
C 2.40 -1.78 -1.71 -0.161
C 3.39 -2.31 -2.53 -0.124
H 3.83 0.35 -4.58 0.103
H 2.09 1.27 -3.14 0.072
H 1.99 -2.41 -0.93 0.078
H 3.74 -3.32 -2.39 0.103
```